17
Properties=species:S:1:pos:R:3:nbo_charge:R:1 method="wB97M-V/def2-TZVPD" total_charge=+1 s_squared=0.77 lumo_ha="-0.165 / -0.267" spin_multiplicity=2 orbital_gap_ha="0.3070 / 0.2042" e_above_lowest_kcal_mol=0.0
C -0.13566 -1.49985 1.33240 -0.206
C 0.54704 -1.17961 -0.01062 -0.507
C 0.48898 0.24286 -0.39282 0.066
C -0.12486 0.65083 -1.55541 0.035
N -0.17044 1.93146 -1.89618 -0.221
C -0.99673 2.86631 -1.92005 0.074
N 0.84377 -1.51716 2.40407 -0.833
H -0.65660 -2.45773 1.29947 0.227
H -0.95381 -0.80691 1.50928 0.170
H 1.60001 -1.45006 0.14572 0.289
H 0.22450 -1.76680 -0.86614 0.232
H 1.01696 0.94321 0.23981 0.227
H -0.58175 -0.00870 -2.27052 0.248
H -1.90782 2.84715 -1.32366 0.219
H -0.81314 3.78463 -2.47668 0.235
H 1.17107 -0.58047 2.58194 0.359
H 0.44848 -1.99916 3.19941 0.387